The following is a quantum chemistry calculation of a structure of composition C50H64BrFNO2P2SiZr, from OMol25.

Structure (XYZ):
```
123
Properties=species:S:1:pos:R:3
Zr 0.471 -0.655 0.130
C -2.611 2.462 0.873
Si -1.623 1.095 0.023
C -2.853 0.191 -1.114
C -3.711 0.934 -1.932
C -4.721 0.325 -2.659
C -4.915 -1.047 -2.555
C -4.082 -1.801 -1.747
C -3.043 -1.192 -1.044
P -1.925 -2.129 0.038
C -2.892 -2.330 1.587
C -2.169 -3.221 2.602
C -2.747 -3.046 4.019
C -4.216 -2.647 3.959
C -4.365 -1.263 3.310
C -3.284 -1.007 2.245
C -1.654 -3.822 -0.632
C -2.829 -4.836 -0.618
C -3.216 -5.296 -2.021
C -2.032 -5.950 -2.735
C -0.733 -5.139 -2.552
C -0.989 -3.734 -2.012
C -0.251 1.698 -1.174
C -0.216 1.271 -2.512
C 0.856 1.565 -3.339
C 1.957 2.242 -2.826
C 1.957 2.656 -1.503
C 0.860 2.418 -0.675
P 0.676 3.077 1.043
C 2.115 2.319 1.947
C 1.703 0.935 2.495
C 1.297 0.939 3.978
C 0.569 2.226 4.334
C 1.519 3.423 4.193
C 2.592 3.193 3.117
C 1.071 4.888 0.915
C -0.071 5.587 0.158
C 0.257 7.067 -0.007
C 1.471 7.270 -0.930
C 2.372 6.029 -0.962
C 2.455 5.372 0.413
H -2.469 3.386 0.307
H -2.290 2.645 1.896
H -3.674 2.213 0.862
H -3.589 2.011 -2.000
H -5.367 0.916 -3.296
H -5.719 -1.525 -3.099
H -4.252 -2.866 -1.657
H -3.818 -2.818 1.259
H -1.110 -2.963 2.606
H -2.229 -4.265 2.286
H -2.190 -2.271 4.554
H -2.610 -3.967 4.588
H -4.662 -2.645 4.954
H -4.766 -3.399 3.384
H -4.302 -0.485 4.074
H -5.355 -1.171 2.857
H -2.391 -0.565 2.702
H -3.650 -0.286 1.512
H -0.888 -4.196 0.056
H -3.703 -4.447 -0.090
H -2.512 -5.713 -0.046
H -3.564 -4.448 -2.616
H -4.056 -5.990 -1.961
H -2.270 -6.058 -3.795
H -1.888 -6.961 -2.351
H -0.185 -5.074 -3.493
H -0.072 -5.651 -1.847
H -1.608 -3.160 -2.708
H -0.037 -3.201 -1.929
H -1.052 0.706 -2.908
H 0.843 1.249 -4.374
H 2.812 2.452 -3.458
H 2.825 3.166 -1.109
H 2.947 2.182 1.253
H 2.490 0.205 2.329
H 0.771 0.562 1.984
H 2.193 0.832 4.596
H 0.682 0.060 4.186
H 0.170 2.178 5.348
H -0.289 2.340 3.665
H 2.027 3.598 5.143
H 0.945 4.329 3.988
H 3.453 2.688 3.565
H 2.972 4.146 2.749
H 0.972 5.199 1.961
H -1.006 5.456 0.709
H -0.221 5.124 -0.824
H 0.464 7.481 0.984
H -0.607 7.612 -0.388
H 2.042 8.140 -0.599
H 1.137 7.492 -1.945
H 3.371 6.294 -1.313
H 1.973 5.319 -1.689
H 2.839 6.115 1.119
H 3.189 4.564 0.423
F 1.345 -7.637 0.015
C 1.363 -6.347 0.394
C 0.829 -5.998 1.618
C 0.841 -4.664 1.995
C 1.364 -3.670 1.162
C 1.350 -2.221 1.544
C 1.917 -4.078 -0.056
C 1.924 -5.408 -0.448
H 0.428 -6.767 2.265
H 0.453 -4.398 2.969
H 2.383 -1.861 1.615
H 0.940 -2.098 2.555
H 2.349 -3.344 -0.724
H 2.357 -5.721 -1.389
Br 5.196 -2.281 -5.610
C 5.063 -1.412 -3.947
C 6.179 -0.772 -3.409
N 6.161 -0.139 -2.244
C 5.023 -0.119 -1.563
C 3.861 -0.727 -2.023
C 3.874 -1.393 -3.247
C 2.629 -0.655 -1.228
O 1.547 -1.216 -1.642
O 2.577 -0.056 -0.118
H 7.117 -0.779 -3.951
H 5.025 0.400 -0.612
H 2.979 -1.870 -3.624
```

Output
Charge   +1
Energy relative to the best compared isomer or geometry (same formula, charge and spin)   15.2 kcal per mole
E_LUMO   -0.1217 hartree
Spin multiplicity   1
HOMO energy   -10.31 eV

The following is a quantum chemistry calculation of a cluster of 8 separate species, C50H65N8O8 in total in a non-equilibrium geometry, from OMol25.

Structure (XYZ):
```
131
Properties=species:S:1:pos:R:3
C -1.558 -3.805 10.213
N -1.671 -2.844 9.133
C -0.595 -2.591 8.271
C -0.679 -1.659 7.239
C -1.933 -0.989 7.010
C -2.955 -1.237 7.930
C -2.843 -2.172 8.962
C -2.151 -0.041 5.802
C -1.064 0.597 5.161
C -1.309 1.467 4.109
N -2.602 1.813 3.733
C -3.664 1.169 4.308
C -3.508 0.256 5.366
C -2.901 2.740 2.585
H -2.175 -3.550 11.075
H -0.536 -3.904 10.577
H -2.005 -4.729 9.845
H 0.256 -3.221 8.481
H 0.166 -1.753 6.573
H -3.951 -0.829 7.833
H -3.663 -2.359 9.639
H -0.016 0.361 5.266
H -0.461 1.914 3.614
H -4.565 1.391 3.757
H -4.355 -0.261 5.794
H -1.938 3.089 2.212
H -3.387 3.651 2.934
H -3.473 2.135 1.881
C -8.420 6.536 -2.590
N -6.900 6.291 -2.651
C -6.161 7.099 -3.546
C -4.734 6.897 -3.576
C -4.162 5.814 -2.915
C -4.994 5.097 -2.128
C -6.327 5.346 -1.951
C -2.749 5.435 -3.083
C -2.121 5.167 -4.309
C -0.874 4.632 -4.384
N -0.260 4.269 -3.299
C -0.782 4.499 -2.102
C -2.038 5.043 -1.998
C 1.032 3.574 -3.338
H -8.832 5.826 -3.307
H -8.543 7.578 -2.886
H -8.873 6.425 -1.606
H -6.747 7.829 -4.086
H -4.190 7.500 -4.288
H -4.595 4.286 -1.536
H -6.997 4.740 -1.359
H -2.589 5.576 -5.192
H -0.346 4.356 -5.285
H -0.213 4.026 -1.315
H -2.546 5.132 -1.049
H 0.834 2.510 -3.467
H 1.514 3.731 -2.373
H 1.793 3.843 -4.071
C 2.794 -2.023 -1.209
N 3.768 -2.860 -2.027
C 4.297 -4.024 -1.534
C 5.405 -4.667 -2.126
C 6.088 -4.039 -3.206
C 5.457 -2.888 -3.762
C 4.367 -2.303 -3.123
C 7.390 -4.463 -3.728
C 7.614 -5.877 -3.900
C 8.943 -6.379 -4.218
N 9.893 -5.481 -4.420
C 9.614 -4.115 -4.457
C 8.393 -3.630 -4.068
C 11.256 -5.937 -4.681
H 3.069 -2.151 -0.162
H 1.807 -2.355 -1.532
H 2.880 -0.978 -1.506
H 3.820 -4.446 -0.662
H 5.573 -5.608 -1.623
H 5.774 -2.409 -4.677
H 3.914 -1.404 -3.513
H 6.795 -6.568 -3.765
H 9.185 -7.430 -4.277
H 10.462 -3.469 -4.627
H 8.312 -2.558 -3.961
H 11.277 -6.728 -5.430
H 11.557 -6.423 -3.753
H 12.004 -5.220 -5.020
C -1.538 -1.953 -3.133
C -1.162 -0.517 -2.716
N -2.177 0.384 -3.226
C -3.094 1.201 -2.561
C -3.828 1.843 -3.604
N -3.257 1.601 -4.809
C -2.335 0.682 -4.546
C -3.680 2.129 -6.168
H -2.249 -2.274 -2.371
H -0.722 -2.666 -3.023
H -2.082 -2.199 -4.045
H -0.298 0.028 -3.095
H -0.949 -0.635 -1.654
H -3.306 1.106 -1.506
H -4.708 2.463 -3.512
H -1.744 0.115 -5.249
H -3.105 1.624 -6.944
H -3.429 3.183 -6.293
H -4.731 1.898 -6.342
C -3.108 -2.023 2.286
C -4.272 -1.153 1.843
O -4.452 -0.714 0.681
O -5.117 -0.967 2.768
H -3.135 -2.954 1.721
H -2.862 -2.155 3.339
H -2.216 -1.480 1.973
C 1.892 -3.612 2.530
C 3.369 -3.545 2.591
O 3.835 -3.492 3.759
O 4.011 -3.574 1.557
H 1.314 -3.744 3.444
H 1.615 -4.420 1.852
H 1.565 -2.628 2.196
C 3.083 0.280 4.743
C 2.542 1.637 5.223
O 2.667 2.651 4.484
O 2.211 1.641 6.443
H 4.160 0.310 4.905
H 2.875 0.198 3.676
H 2.604 -0.561 5.245
C 0.641 0.128 0.674
C 0.300 1.428 -0.001
O -0.385 2.264 0.612
O 0.776 1.633 -1.143
H 1.524 -0.372 0.276
H -0.257 -0.481 0.780
H 0.858 0.430 1.699
```

Output
Charge   +2
E_LUMO   -0.2445 hartree
Spin multiplicity   2
HOMO energy   -8.22 eV